No. 1
This record from the OMol25 dataset describes a molecular structure, C29H53N2O2P2V at a distorted geometry. The level of theory is the ωB97M-V functional and the def2-TZVPD basis.

## Properties
Energy relative to the best compared isomer or geometry (same formula, charge and spin) ... 79.08 kJ/mol
E_tot ... -3023.302973 a.u.
E_HOMO (alpha / beta) ... -9.6 / -9.8 eV
Largest force on an atom ... 7.1 eV Å⁻¹
2S+1 ... 4
Total charge ... +1
<S²> ... 3.772
Kohn-Sham gap (alpha / beta) ... 6.720 / 6.618 eV
LUMO level (alpha / beta) ... -2.9 / -3.1 eV

Positions of all 89 atoms, in Å:
C  0.372  1.821  -1.982
C  -1.565  0.628  -1.339
C  -0.286  2.384  -3.093
C  -2.232  1.070  -2.501
C  -1.579  1.953  -3.375
H  0.264  3.091  -3.715
H  -3.273  0.759  -2.648
H  -2.125  2.387  -4.227
N  -0.268  0.986  -1.144
P  2.530  0.780  -0.596
P  -1.757  0.156  1.420
C  1.829  2.068  -1.679
H  2.434  2.171  -2.598
H  1.927  3.034  -1.157
C  1.301  -0.006  2.212
O  1.783  0.004  3.294
C  -2.136  -0.231  -0.326
H  -3.162  -0.635  -0.496
C  -2.348  -1.307  2.488
C  -2.812  1.697  1.682
C  3.142  -0.573  -1.783
C  3.942  1.648  0.312
C  -1.137  -2.202  2.813
H  -0.350  -1.652  3.350
H  -1.493  -3.016  3.464
H  -0.706  -2.655  1.912
C  -2.961  -0.858  3.824
H  -2.259  -0.251  4.412
H  -3.915  -0.326  3.715
H  -3.171  -1.765  4.414
C  -3.359  -2.128  1.690
H  -3.664  -2.996  2.297
H  -4.273  -1.566  1.448
H  -2.906  -2.511  0.765
C  -2.599  2.260  3.086
H  -1.549  2.564  3.221
H  -3.244  3.151  3.209
H  -2.857  1.555  3.879
C  -2.409  2.815  0.712
H  -1.348  3.078  0.811
H  -2.594  2.551  -0.332
H  -3.016  3.708  0.940
C  -4.276  1.354  1.456
H  -4.483  1.094  0.402
H  -4.645  0.534  2.091
H  -4.883  2.257  1.685
C  4.761  0.599  1.085
H  5.555  1.113  1.653
H  4.134  0.055  1.807
H  5.252  -0.129  0.426
C  3.324  2.639  1.317
H  2.730  3.411  0.811
H  2.677  2.141  2.049
H  4.139  3.141  1.864
C  4.844  2.449  -0.639
H  4.270  3.199  -1.200
H  5.596  2.983  -0.035
H  5.385  1.820  -1.353
C  2.080  -0.786  -2.871
H  1.945  0.104  -3.499
H  2.401  -1.613  -3.526
H  1.111  -1.060  -2.434
C  3.314  -1.877  -0.983
H  2.343  -2.260  -0.639
H  3.765  -2.637  -1.642
H  3.955  -1.745  -0.100
C  4.467  -0.207  -2.467
H  4.394  0.741  -3.019
H  5.311  -0.166  -1.765
H  4.699  -0.998  -3.201
V  0.545  0.033  0.526
N  0.182  -1.769  -0.210
C  -0.896  -2.068  -0.649
C  -1.531  -3.134  -1.575
C  -3.001  -2.913  -1.891
C  -0.715  -3.098  -2.865
C  -1.280  -4.428  -0.828
H  -3.618  -2.955  -1.000
H  -3.143  -1.969  -2.406
H  -3.354  -3.695  -2.561
H  0.349  -3.276  -2.652
H  -1.083  -3.895  -3.529
H  -0.835  -2.141  -3.390
H  -1.594  -5.263  -1.487
H  -0.198  -4.533  -0.560
H  -1.873  -4.474  0.108
O  0.447  3.000  2.830
H  0.871  2.808  3.692
H  0.390  3.971  2.796

No. 2
This record from the OMol25 dataset describes a molecular structure, C12H5As2Cl5F6O6STa. The level of theory is the ωB97M-V functional and the def2-TZVPD basis.

## Properties
Energy relative to the best compared isomer or geometry (same formula, charge and spin) ... 11.65 kJ/mol
E_tot ... -8738.172804 a.u.
E_HOMO (alpha / beta) ... -16.3 / -16.2 eV
Largest force on an atom ... 0.9 eV Å⁻¹
2S+1 ... 2
Total charge ... +2
<S²> ... 0.771
Kohn-Sham gap (alpha / beta) ... 8.747 / 5.522 eV
LUMO level (alpha / beta) ... -7.5 / -10.7 eV

Positions of all 38 atoms, in Å:
Ta  -0.085  1.501  -0.729
O  -0.872  -0.508  2.427
As  -1.726  0.983  2.218
O  -1.856  1.925  3.500
O  -0.592  1.712  0.975
C  -3.335  0.628  1.246
C  -4.459  0.913  2.001
C  -5.729  0.602  1.511
C  -5.878  0.001  0.279
C  -4.761  -0.275  -0.508
C  -3.502  0.042  -0.027
S  -2.210  -0.195  -1.168
O  -2.552  -1.122  -2.169
O  -0.912  -0.437  -0.425
O  -1.836  1.214  -1.711
H  -0.740  -0.689  3.370
H  -4.340  1.371  2.976
H  -6.600  0.826  2.111
H  -6.863  -0.253  -0.087
H  -4.870  -0.727  -1.484
F  1.167  2.902  -0.876
As  -0.467  4.840  -1.812
F  -1.761  5.717  -2.343
F  -0.398  3.420  -2.796
F  0.771  5.485  -2.739
F  -1.367  3.737  -0.757
F  0.140  5.533  -0.417
Cl  2.371  0.578  1.989
C  2.602  -0.077  0.475
C  1.687  0.222  -0.570
C  2.018  -0.229  -1.801
Cl  0.936  0.286  -3.068
C  3.161  -1.038  -2.094
Cl  3.437  -1.547  -3.653
C  4.025  -1.387  -1.030
Cl  5.372  -2.363  -1.339
C  3.756  -0.913  0.244
Cl  4.775  -1.297  1.526

No. 3
This record from the OMol25 dataset describes 2 unconnected molecules or ions with the total composition H3N3O2 at a distorted geometry. The level of theory is the ωB97M-V functional and the def2-TZVPD basis.

## Properties
Energy relative to the best compared isomer or geometry (same formula, charge and spin) ... 306.01 kJ/mol
E_tot ... -316.290271 a.u.
E_HOMO ... -10.1 eV
Largest force on an atom ... 4.7 eV Å⁻¹
Kohn-Sham gap ... 8.297 eV
LUMO level ... -1.8 eV

Positions of all 8 atoms, in Å:
N  0.086  1.174  -1.148
N  0.945  -0.419  0.832
N  -0.247  -0.723  0.783
O  -0.918  -0.088  -0.147
O  -0.819  -1.505  1.504
H  0.191  0.690  -2.081
H  -0.676  1.882  -1.272
H  1.438  -1.013  1.530

No. 4
This record from the OMol25 dataset describes a molecular structure, C7H15N3O at a distorted geometry. The level of theory is the ωB97M-V functional and the def2-TZVPD basis.

## Properties
Energy relative to the best compared isomer or geometry (same formula, charge and spin) ... 280.12 kJ/mol
E_tot ... -515.087846 a.u.
E_HOMO ... -8.1 eV
Largest force on an atom ... 4.5 eV Å⁻¹
Kohn-Sham gap ... 8.702 eV
LUMO level ... 0.6 eV

Positions of all 26 atoms, in Å:
C  -0.589  0.426  0.625
C  -1.982  -0.671  -0.224
C  -2.321  -1.880  0.596
C  1.268  -0.902  -0.385
C  1.703  1.305  0.696
C  0.510  1.215  -1.501
C  0.710  0.506  -0.162
N  -2.687  1.492  0.298
N  -1.383  1.621  0.626
N  -3.007  0.372  -0.172
O  -4.142  0.102  -0.600
H  -0.454  -0.033  1.607
H  -1.692  -0.884  -1.247
H  -2.538  -1.607  1.627
H  -1.500  -2.591  0.580
H  -3.209  -2.355  0.177
H  2.267  -0.843  -0.811
H  0.639  -1.465  -1.069
H  1.327  -1.445  0.555
H  2.655  1.395  0.177
H  1.327  2.307  0.891
H  1.878  0.805  1.646
H  0.137  2.225  -1.345
H  -0.201  0.681  -2.125
H  1.456  1.273  -2.034
H  -1.261  2.281  1.383

No. 5
This record from the OMol25 dataset describes a molecular structure, C35H41AsN5O2SV. The level of theory is the ωB97M-V functional and the def2-TZVPD basis.

## Properties
Energy relative to the best compared isomer or geometry (same formula, charge and spin) ... 0.00 kJ/mol
E_tot ... -5360.453836 a.u.
E_HOMO (alpha / beta) ... -10.0 / -10.0 eV
Largest force on an atom ... 0.5 eV Å⁻¹
2S+1 ... 4
Total charge ... +1
<S²> ... 3.765
Kohn-Sham gap (alpha / beta) ... 6.713 / 6.523 eV
LUMO level (alpha / beta) ... -3.3 / -3.5 eV

Positions of all 86 atoms, in Å:
V  -0.411  -0.239  -0.863
O  -0.607  1.090  5.692
C  -1.700  1.284  5.083
O  -2.825  1.516  5.497
C  -1.534  1.134  3.566
C  -2.414  0.339  2.848
C  -2.082  -0.014  1.554
N  -0.971  0.457  0.974
C  -0.146  1.281  1.629
C  -0.403  1.640  2.938
C  1.143  1.554  0.948
C  2.112  2.377  1.507
C  3.354  2.462  0.903
C  3.595  1.733  -0.252
C  2.562  0.984  -0.779
N  1.358  0.902  -0.208
C  -2.820  -1.014  0.746
C  -3.985  -1.621  1.200
C  -4.585  -2.596  0.424
C  -4.008  -2.950  -0.787
C  -2.861  -2.291  -1.179
N  -2.280  -1.338  -0.445
H  -3.288  -0.042  3.357
H  0.299  2.208  3.531
H  1.906  2.928  2.412
H  4.127  3.083  1.334
H  4.556  1.753  -0.745
H  2.689  0.431  -1.702
H  -4.410  -1.340  2.152
H  -5.490  -3.081  0.766
H  -4.437  -3.715  -1.417
H  -2.380  -2.523  -2.123
C  -3.271  0.380  -2.952
C  -1.834  0.819  -2.793
C  -1.585  1.937  -1.969
C  -2.688  2.473  -1.090
C  -0.375  2.638  -2.085
C  -0.213  3.915  -1.303
C  0.630  2.180  -2.950
C  1.847  3.045  -3.169
C  0.463  0.950  -3.602
C  1.544  0.351  -4.467
C  -0.779  0.275  -3.548
C  -0.968  -0.944  -4.420
H  -3.845  1.224  -3.340
H  -3.739  0.094  -2.012
H  -3.396  -0.438  -3.652
H  -3.322  3.172  -1.643
H  -2.296  3.002  -0.224
H  -3.334  1.679  -0.719
H  -0.199  3.716  -0.228
H  -1.052  4.588  -1.485
H  0.697  4.450  -1.550
H  1.555  3.979  -3.654
H  2.595  2.583  -3.803
H  2.333  3.309  -2.230
H  1.318  0.498  -5.527
H  1.621  -0.725  -4.314
H  2.525  0.773  -4.283
H  -0.179  -1.678  -4.260
H  -0.933  -0.674  -5.478
H  -1.914  -1.446  -4.244
C  2.724  -2.626  -0.006
As  0.885  -2.531  -0.607
C  -0.021  -3.952  0.358
C  1.071  -3.411  -2.344
H  3.055  -3.664  -0.043
H  2.781  -2.254  1.014
H  3.349  -2.027  -0.669
H  0.687  -4.750  0.576
H  -0.822  -4.342  -0.270
H  -0.424  -3.573  1.294
H  1.548  -4.382  -2.221
H  1.684  -2.800  -3.006
H  0.092  -3.557  -2.800
S  0.705  -1.587  2.839
C  1.820  -1.213  4.044
N  1.437  -0.416  5.091
C  2.250  -0.124  6.113
C  3.524  -0.614  6.131
C  3.892  -1.384  5.021
N  3.093  -1.672  4.016
H  0.483  0.043  5.131
H  1.815  0.508  6.877
H  4.206  -0.409  6.941
H  4.900  -1.782  4.954

Q: Which of these has the lowest E_tot?
A: C12H5As2Cl5F6O6STa

Q: Which of these has the lowest largest force on an atom?
A: C35H41AsN5O2SV